The following is a DFT calculation (ωB97M-V/def2-TZVPD) of 13 unconnected molecules or ions with the total composition C46H123N5O26 at a distorted geometry.

ORCA input file:
```
! RIJCOSX wB97M-V def2-TZVPD def2/J DEFGRID3
* xyz 0 1
C -0.96619 -4.54756 6.74077
O -1.89223 -3.62239 6.27480
C -3.08384 -4.23154 5.73497
C -2.84051 -5.06210 4.46730
N -3.14061 -4.32125 3.19594
C -2.16867 -3.21675 2.94152
C -0.71983 -3.64305 2.68822
O -0.12987 -2.72630 1.72618
C 1.23985 -2.89930 1.67916
H -1.43924 -5.27247 7.40320
H -0.18774 -4.10606 7.36302
H -0.48813 -5.09705 5.92982
H -3.82454 -3.44126 5.61290
H -3.54491 -4.89801 6.46388
H -3.46847 -5.95250 4.49840
H -1.83851 -5.49101 4.47889
H -3.02228 -5.09325 2.55555
H -2.29898 -2.48210 3.73612
H -2.52294 -2.73656 2.02938
H -0.61130 -4.63592 2.25170
H -0.20942 -3.67417 3.65082
H 1.59906 -2.35380 0.80653
H 1.62594 -3.91411 1.77500
H 1.57090 -2.33986 2.55412
C 4.63928 4.20993 -1.40467
O 4.12226 4.80121 -0.20554
C 5.02507 4.84206 0.91214
C 4.30615 5.60025 2.02689
N 3.01755 5.00927 2.35284
C 2.39661 5.71576 3.50180
C 1.03175 5.00906 3.77173
O -0.03401 5.86189 3.26737
C -1.29623 5.28124 3.32453
H 5.57094 4.73484 -1.61581
H 3.96014 4.22164 -2.25715
H 4.89160 3.16453 -1.22696
H 5.97925 5.33145 0.71690
H 5.20001 3.81941 1.24630
H 4.12139 6.65902 1.84530
H 4.88742 5.50144 2.94366
H 2.40258 5.09772 1.55656
H 2.28327 6.75953 3.20889
H 2.96074 5.70709 4.43442
H 0.93863 4.90645 4.85289
H 1.01194 3.96084 3.47350
H -1.37781 4.35165 2.76123
H -2.00857 5.95046 2.84203
H -1.67966 5.10940 4.33030
C -5.80701 -0.53145 -4.45983
O -5.11702 0.50052 -3.71482
C -5.78199 0.69686 -2.46642
C -4.94392 1.81967 -1.72270
N -5.07095 1.85678 -0.27369
C -4.57417 0.68403 0.49363
C -4.74943 0.78346 2.03703
O -6.04544 1.07604 2.46865
C -6.03035 1.23475 3.91826
H -5.70157 -1.48610 -3.94444
H -5.28712 -0.74008 -5.39486
H -6.84549 -0.37927 -4.75394
H -5.68634 -0.24957 -1.93424
H -6.81837 0.99473 -2.62542
H -5.26258 2.76110 -2.17022
H -3.89515 1.72965 -2.00566
H -6.03131 2.11857 -0.10249
H -3.50326 0.80434 0.32999
H -4.98289 -0.28331 0.20155
H -4.13627 1.61987 2.37250
H -4.38166 -0.16251 2.43451
H -5.24025 1.88892 4.28690
H -5.99096 0.26279 4.41002
H -7.02126 1.60300 4.18390
C 1.18020 3.54502 -5.22222
O 1.60518 2.24747 -5.61246
C 1.74255 1.42142 -4.40103
C 2.40637 0.10102 -4.80187
N 1.43137 -0.76565 -5.42801
C 2.03575 -1.96411 -6.02174
C 0.96190 -2.83141 -6.67189
O 0.21507 -3.49254 -5.67420
C -1.02242 -4.06088 -6.24705
H 0.41576 3.49638 -4.44674
H 0.78695 4.07193 -6.09160
H 1.93946 4.23383 -4.85186
H 0.78022 1.26130 -3.91486
H 2.31501 2.02492 -3.69663
H 2.79387 -0.26571 -3.85138
H 3.19873 0.36328 -5.50294
H 0.86169 -0.30701 -6.12458
H 2.61854 -2.55200 -5.31263
H 2.80079 -1.67258 -6.74132
H 1.33919 -3.55487 -7.39465
H 0.35103 -2.25842 -7.36947
H -1.51345 -4.54366 -5.40210
H -0.80790 -4.85926 -6.95745
H -1.70123 -3.35287 -6.72249
C 0.50367 -6.87903 3.16241
O -0.03356 -7.02640 1.86504
C 0.92965 -6.80136 0.79157
C 0.30927 -6.52595 -0.56855
N -0.10530 -5.14695 -0.82240
C -0.69089 -4.93420 -2.13770
C -1.46058 -3.60738 -2.20137
O -2.66405 -3.76717 -1.46022
C -3.24340 -2.52239 -1.06057
H 1.16210 -6.02597 3.32625
H 1.08764 -7.76628 3.40707
H -0.37461 -6.70948 3.78529
H 1.55405 -7.68430 0.65503
H 1.56445 -5.93517 0.97822
H -0.49757 -7.20490 -0.84447
H 1.07946 -6.67421 -1.32546
H -0.55204 -4.68005 -0.04618
H -1.23498 -5.78001 -2.55801
H 0.06469 -4.73602 -2.89790
H -1.70259 -3.38819 -3.24131
H -0.82558 -2.76995 -1.91226
H -2.49980 -1.91143 -0.54881
H -4.12770 -2.65990 -0.43829
H -3.53945 -1.86397 -1.87723
C -1.90789 -0.82176 -4.37191
C -1.93420 0.34702 -5.37610
O -1.42909 0.01432 -6.63963
O -0.66953 -0.87276 -3.72298
H -2.19340 -1.72066 -4.91831
H -2.72706 -0.66535 -3.67006
H -1.39446 1.13536 -4.85142
H -2.97276 0.66078 -5.48117
H -2.02940 0.39441 -7.28520
H 0.03894 -1.06246 -4.34241
C 2.79450 -2.95063 -2.10241
C 4.25675 -2.81722 -2.59636
O 4.43508 -3.46214 -3.86853
O 2.56820 -4.26710 -1.73904
H 2.09084 -2.59083 -2.85308
H 2.66297 -2.39905 -1.17152
H 4.87140 -3.29262 -1.83197
H 4.54936 -1.77314 -2.70760
H 4.24523 -4.38411 -3.68001
H 1.64132 -4.37556 -1.51377
C -0.35065 -0.41965 5.53351
C -0.50422 0.11386 4.08477
O -0.48238 1.50180 4.12338
O 0.82538 -0.06856 6.14323
H -0.35546 -1.50901 5.49632
H -1.16278 -0.10231 6.18760
H -1.47523 -0.13661 3.65755
H 0.35655 -0.18022 3.48420
H -0.58328 1.80736 3.21892
H 0.89377 0.88611 6.21750
C 0.52968 1.40970 0.46414
C -0.11657 0.28926 -0.36142
O -0.95173 0.81668 -1.37315
O -0.43953 2.02767 1.31647
H 1.11629 2.10204 -0.13975
H 1.33879 1.03492 1.09102
H -0.83421 -0.34634 0.15732
H 0.64067 -0.37405 -0.77938
H -1.15998 0.11531 -1.99469
H -1.14809 2.35190 0.75574
C 3.90140 1.73083 5.04519
C 3.22892 1.48127 3.67136
O 3.79457 2.10669 2.52070
O 3.46630 2.93395 5.62287
H 4.98271 1.69085 4.91378
H 3.69599 0.93634 5.76261
H 2.14181 1.43452 3.73558
H 3.61658 0.47139 3.53731
H 3.55839 3.03717 2.52642
H 2.54421 2.79850 5.85305
C 4.98242 -0.10317 0.26567
C 4.87691 -1.37320 1.15076
O 6.07708 -2.18986 0.90361
O 3.72932 0.51527 0.33489
H 5.20278 -0.42127 -0.75332
H 5.70132 0.63077 0.62982
H 4.00224 -1.98376 0.92659
H 4.81388 -1.00371 2.17428
H 5.87467 -3.12094 1.02065
H 3.65132 1.04171 1.13386
C -2.68075 4.55525 -1.00525
C -1.65726 4.35220 -2.14160
O -1.82053 3.23055 -2.98902
O -2.65175 3.47199 -0.08992
H -3.65993 4.82985 -1.39759
H -2.39096 5.39473 -0.37327
H -0.71382 4.07650 -1.67039
H -1.45567 5.19069 -2.80823
H -1.48990 2.50616 -2.45280
H -3.45185 2.94210 -0.06455
C 1.27561 7.01541 -1.05445
C 0.87329 6.48031 0.29429
O 1.09290 5.06188 0.35554
O 2.69785 7.07093 -1.15163
H 0.94725 8.04135 -1.22100
H 0.90246 6.48115 -1.92818
H -0.20265 6.64151 0.36110
H 1.36630 6.90753 1.16753
H 0.60965 4.76995 1.13197
H 3.01256 6.21473 -0.85247
*
```

## Properties
* energy: -4056.0599 a.u.
* HOMO energy: -0.327 hartree
* LUMO: 0.536 eV
* maximum force: 2.89 eV/A

These are the Mulliken partial charges, in e, on atoms 1 to 5: number 1, C, carries -0.6978; number 2, O, carries -0.2383; number 3, C, carries -1.0079; number 4, C, carries 0.4817; number 5, N, carries -0.4631